{"formula": "C11H20N3", "method": "wB97M-V/def2-TZVPD", "smiles": "[H]/N=C/[C@H](N)/[NH+]=C(C)\\C=C/C(C)(C)C=C", "total_charge": 1, "relative_energy_ev": 0.994, "fmax_ha_per_bohr": 0.0163, "e_tot_ha": -595.1288, "elements": ["C", "C", "C", "C", "C", "C", "C", "C", "C", "C", "C", "N", "N", "N", "H", "H", "H", "H", "H", "H", "H", "H", "H", "H", "H", "H", "H", "H", "H", "H", "H", "H", "H", "H"], "coordinates": [[-1.527, 0.163, -0.011], [-0.439, 0.529, -0.714], [3.131, -0.237, -3.115], [1.720, 0.003, -2.599], [-0.698, -1.176, 2.027], [-1.764, -0.322, 1.386], [0.941, 0.691, -0.346], [0.186, -1.936, 1.407], [-2.026, 0.934, 2.246], [-3.046, -1.178, 1.384], [1.349, 1.163, 0.991], [4.088, 0.089, -2.376], [0.976, 0.965, -3.385], [1.867, 0.491, -1.236], [-2.452, 0.207, -0.576], [-0.597, 0.748, -1.766], [3.191, -0.638, -4.129], [-0.760, -1.200, 3.106], [1.157, -0.943, -2.595], [0.276, -1.968, 0.333], [0.860, -2.572, 1.955], [-1.111, 1.494, 2.420], [-2.435, 0.630, 3.207], [-2.746, 1.588, 1.761], [-3.235, -1.572, 2.379], [-2.942, -2.019, 0.702], [-3.907, -0.585, 1.083], [1.007, 0.446, 1.741], [0.865, 2.115, 1.207], [2.427, 1.284, 1.068], [5.027, -0.037, -2.740], [1.518, 1.805, -3.562], [0.674, 0.577, -4.270], [2.869, 0.644, -1.043]], "lowdin_charge": [0.0217, -0.0140, -0.1440, -0.3535, -0.1465, -0.5407, -0.2250, 0.0321, -0.0186, -0.0344, 0.0273, 0.1210, 0.0755, 0.1392, 0.1330, 0.1039, 0.1324, 0.1241, 0.1658, 0.0642, 0.0708, 0.0736, 0.0965, 0.0965, 0.0949, 0.0962, 0.0924, 0.0808, 0.1110, 0.1016, 0.0890, 0.1034, 0.0989, 0.1307]}


{"formula": "CH8N2OSi", "method": "wB97M-V/def2-TZVPD", "relative_energy_ev": 7.724, "fmax_ha_per_bohr": 0.0254, "e_tot_ha": -516.9800, "elements": ["C", "N", "N", "O", "Si", "H", "H", "H", "H", "H", "H", "H", "H"], "coordinates": [[2.874, 0.908, -0.252], [-3.032, -0.132, -0.543], [2.163, -1.249, -0.219], [2.372, -0.088, 0.362], [-1.734, -0.035, 0.585], [3.160, 0.865, -1.292], [-2.129, 0.983, 1.567], [2.997, 1.801, 0.334], [-3.287, 0.705, -1.039], [-3.072, -0.915, -1.170], [1.742, -1.845, 0.498], [-0.445, 0.369, 0.001], [-1.608, -1.367, 1.168]], "lowdin_charge": [-0.0205, -0.1948, 0.0206, -0.2158, 0.4886, 0.0825, -0.0904, 0.0746, 0.0085, 0.0068, 0.0365, -0.1087, -0.0879]}


{"formula": "C5H14ClNdO3SSn", "method": "wB97M-V/def2-TZVPD", "s2": 3.760, "spin_multiplicity": 4, "fmax_ha_per_bohr": 0.1266, "e_tot_ha": -2058.4955, "elements": ["Nd", "Cl", "C", "C", "H", "H", "H", "H", "H", "H", "Sn", "C", "C", "H", "H", "H", "H", "H", "C", "S", "O", "O", "O", "H", "H", "H"], "coordinates": [[0.572, 0.340, -3.005], [1.339, -1.630, -1.171], [2.633, 1.365, -3.061], [-0.612, -1.167, -4.264], [2.317, 1.605, -4.080], [2.422, 2.073, -2.293], [3.202, 0.477, -2.893], [-0.369, -0.472, -5.070], [-1.542, -1.041, -3.760], [0.033, -1.999, -4.088], [-0.115, 0.063, 0.167], [-1.610, -0.978, 1.143], [-0.858, 1.301, -1.342], [-2.490, -0.509, 0.740], [-1.510, -2.013, 0.889], [-1.404, -0.721, 2.160], [-1.796, 1.036, -1.854], [-0.289, 2.234, -1.318], [0.809, -0.067, 3.803], [0.552, 1.455, 2.666], [-0.845, 1.719, 2.525], [1.465, 2.510, 3.252], [1.222, 1.185, 1.200], [0.026, -0.031, 4.578], [1.786, 0.003, 4.304], [0.742, -1.032, 3.278]], "mulliken_spin": [3.0568, -0.0021, -0.0248, -0.0252, 0.0000, 0.0007, 0.0003, 0.0004, 0.0005, 0.0010, 0.0008, -0.0004, -0.0114, 0.0001, 0.0001, 0.0000, 0.0043, -0.0014, 0.0000, 0.0004, 0.0000, -0.0001, 0.0000, 0.0000, 0.0000, 0.0000]}


{"formula": "C18H38N4O5S", "method": "wB97M-V/def2-TZVPD", "smiles": "CC(C)N(C)S(=O)(=O)N1CCO[C@H](C)C1.CC[C@H](C)[C@H](NC(C)=O)C(=O)NC", "fmax_ha_per_bohr": 0.0506, "e_tot_ha": -1702.0673, "elements": ["O", "O", "O", "O", "O", "C", "C", "N", "N", "N", "N", "C", "C", "C", "C", "C", "C", "C", "C", "C", "C", "C", "C", "C", "C", "C", "C", "S", "H", "H", "H", "H", "H", "H", "H", "H", "H", "H", "H", "H", "H", "H", "H", "H", "H", "H", "H", "H", "H", "H", "H", "H", "H", "H", "H", "H", "H", "H", "H", "H", "H", "H", "H", "H", "H", "H"], "coordinates": [[-0.351, 4.070, 1.136], [2.690, 5.560, -2.318], [-4.181, -3.554, 2.427], [-2.350, -2.706, 3.857], [-1.141, -0.559, -0.542], [0.338, 4.283, 0.150], [3.064, 4.780, -1.446], [4.099, 5.052, -0.643], [1.383, 3.486, -0.085], [-2.314, -2.125, 1.314], [-1.745, -4.562, 2.092], [-0.024, 5.423, -0.777], [4.906, 6.268, -0.731], [-0.306, -4.301, 2.262], [-0.085, 0.149, 1.476], [-1.640, -6.663, 3.424], [-2.115, -6.671, 0.951], [0.267, 0.882, -3.406], [-2.213, -1.376, -1.049], [-2.537, -2.536, -0.084], [-2.448, -0.691, 1.600], [-1.417, 0.070, 0.732], [-2.302, -5.914, 2.263], [2.870, 2.503, -3.498], [0.926, 1.527, -2.180], [1.740, 2.808, -2.493], [2.345, 3.439, -1.208], [-2.754, -3.234, 2.549], [4.330, 4.382, 0.073], [1.481, 2.767, 0.613], [0.722, 6.211, -0.697], [-0.996, 5.818, -0.484], [-0.080, 5.071, -1.802], [5.128, 6.492, -1.777], [4.355, 7.108, -0.305], [5.844, 6.139, -0.189], [0.289, -5.069, 1.760], [-0.043, -4.293, 3.325], [-0.030, -3.332, 1.835], [-0.202, 0.697, 2.416], [0.289, -0.855, 1.698], [0.656, 0.671, 0.864], [-2.141, -7.621, 3.588], [-1.715, -6.073, 4.343], [-0.584, -6.859, 3.218], [-2.572, -7.663, 1.017], [-2.592, -6.125, 0.132], [-1.053, -6.791, 0.718], [-0.398, 0.081, -3.084], [-0.315, 1.624, -3.953], [1.023, 0.452, -4.062], [-3.104, -0.756, -1.185], [-1.941, -1.782, -2.028], [-3.574, -2.854, -0.233], [-1.889, -3.386, -0.320], [-2.278, -0.469, 2.659], [-3.463, -0.357, 1.360], [-1.786, 1.087, 0.560], [-3.377, -5.867, 2.468], [2.452, 2.167, -4.447], [3.533, 1.732, -3.104], [3.449, 3.402, -3.709], [0.118, 1.774, -1.492], [1.572, 0.792, -1.699], [1.065, 3.527, -2.956], [3.124, 2.746, -0.892]], "lowdin_charge": [0.0275, 0.0533, -0.3033, -0.3036, -0.1286, -0.5434, -0.4699, 0.0228, 0.1144, -0.2214, -0.2496, 0.0209, -0.0536, -0.0836, -0.0262, -0.0594, -0.0589, -0.0871, -0.1566, -0.1561, -0.1330, -0.3392, -0.4442, -0.0495, -0.2226, -0.3175, -0.1864, 0.7155, 0.1356, 0.1303, 0.0828, 0.0869, 0.0748, 0.0879, 0.0869, 0.0835, 0.0891, 0.0856, 0.0730, 0.0920, 0.0774, 0.0550, 0.0831, 0.0866, 0.0758, 0.0820, 0.0769, 0.0753, 0.0531, 0.0816, 0.0663, 0.1226, 0.1227, 0.1199, 0.1105, 0.1233, 0.1263, 0.1438, 0.1302, 0.0744, 0.0860, 0.0762, 0.0941, 0.1147, 0.1279, 0.1451]}


{"formula": "CH5F3Ta", "method": "wB97M-V/def2-TZVPD", "total_charge": -1, "fmax_ha_per_bohr": 0.0773, "e_tot_ha": -397.4880, "elements": ["F", "C", "F", "F", "Ta", "H", "H", "H", "H", "H"], "coordinates": [[-0.001, 2.293, 0.358], [-0.900, 1.099, 0.137], [-1.757, 1.030, 1.378], [-1.713, 1.432, -1.069], [0.510, -0.725, -0.120], [1.845, 0.281, 0.715], [0.038, -1.325, 1.594], [-0.801, -1.807, -0.840], [1.063, -0.139, -1.819], [1.716, -2.138, -0.333]], "lowdin_charge": [-0.1677, -0.4863, -0.1468, -0.1333, 1.0286, -0.2056, -0.2121, -0.2247, -0.2109, -0.2412]}


{"formula": "C5H12N2O", "method": "wB97M-V/def2-TZVPD", "smiles": "CCC(=O)NCCN", "relative_energy_ev": 0.853, "fmax_ha_per_bohr": 0.0325, "e_tot_ha": -382.4712, "elements": ["C", "C", "C", "N", "C", "C", "N", "O", "H", "H", "H", "H", "H", "H", "H", "H", "H", "H", "H", "H"], "coordinates": [[-1.310, 0.990, -0.283], [-2.090, 1.865, -1.265], [-1.150, -0.418, -0.818], [-0.321, -1.247, -0.105], [0.436, -0.912, 1.101], [1.824, -0.312, 0.786], [2.879, -1.311, 0.866], [-1.706, -0.835, -1.815], [-0.321, 1.390, -0.039], [-1.825, 0.969, 0.680], [-2.547, 2.703, -0.743], [-1.479, 2.196, -2.100], [-2.919, 1.277, -1.639], [-0.379, -2.215, -0.370], [-0.108, -0.181, 1.681], [0.541, -1.841, 1.653], [1.982, 0.419, 1.521], [1.765, 0.214, -0.173], [2.936, -1.811, -0.013], [3.794, -0.941, 1.072]], "lowdin_charge": [-0.1681, -0.0906, -0.5000, 0.0511, -0.1768, -0.2728, -0.0053, 0.0503, 0.1039, 0.1175, 0.0692, 0.0784, 0.0693, 0.1359, 0.0969, 0.1171, 0.0871, 0.1088, 0.0671, 0.0611]}


{"formula": "C12H16O6S2", "method": "wB97M-V/def2-TZVPD", "relative_energy_ev": 0.450, "fmax_ha_per_bohr": 0.1143, "e_tot_ha": -1714.5559, "elements": ["O", "O", "O", "O", "O", "O", "C", "C", "C", "C", "C", "C", "C", "C", "C", "C", "C", "C", "S", "S", "H", "H", "H", "H", "H", "H", "H", "H", "H", "H", "H", "H", "H", "H", "H", "H"], "coordinates": [[-1.228, 3.154, -0.552], [-2.911, 3.051, 1.152], [-3.992, 0.317, 1.936], [-2.283, -1.305, 1.924], [2.581, -1.418, -2.580], [2.171, -2.104, 0.086], [0.404, -0.330, -2.604], [-0.658, 0.237, -1.890], [0.181, -0.776, 0.107], [1.428, -1.038, -1.951], [1.253, -1.308, -0.580], [-0.761, 0.020, -0.508], [2.860, -0.874, -3.915], [2.022, -3.543, -0.123], [-0.306, 1.515, 2.892], [-0.406, 2.619, 1.897], [-1.738, 1.035, 3.166], [-1.937, 0.701, 0.236], [-1.689, 2.426, 0.632], [-2.534, 0.120, 1.814], [0.492, -0.047, -3.647], [-1.336, 0.905, -2.377], [0.108, -1.040, 1.138], [3.840, -1.190, -4.264], [2.109, -1.229, -4.632], [2.828, 0.248, -3.939], [1.512, -3.787, -1.070], [1.523, -3.925, 0.779], [3.017, -4.012, -0.220], [0.286, 0.664, 2.500], [0.201, 1.886, 3.807], [0.543, 2.651, 1.320], [-0.605, 3.578, 2.379], [-1.801, 0.348, 4.026], [-2.384, 1.836, 3.492], [-2.789, 0.613, -0.433]], "lowdin_charge": [-0.3146, -0.3052, -0.3073, -0.3031, -0.0667, -0.1020, 0.0104, -0.0163, 0.0290, -0.1985, -0.2090, -0.2119, -0.0443, -0.0379, -0.2300, -0.2321, -0.2319, -0.3388, 0.6837, 0.6804, 0.1048, 0.1146, 0.1093, 0.0862, 0.0870, 0.1081, 0.0973, 0.0911, 0.0899, 0.1112, 0.1366, 0.1224, 0.1229, 0.1207, 0.1042, 0.1398]}


{"formula": "C26H35GeNO5S3Y", "method": "wB97M-V/def2-TZVPD", "s2": 0.753, "relative_energy_ev": 0.131, "spin_multiplicity": 2, "fmax_ha_per_bohr": 0.0114, "e_tot_ha": -4752.8036, "elements": ["Y", "C", "C", "C", "C", "O", "Ge", "O", "C", "C", "C", "C", "O", "C", "C", "C", "C", "H", "H", "H", "H", "H", "H", "H", "H", "H", "H", "H", "H", "H", "H", "H", "H", "H", "H", "H", "H", "H", "H", "H", "H", "H", "H", "H", "O", "C", "O", "C", "C", "C", "C", "C", "C", "S", "H", "H", "H", "H", "S", "C", "N", "C", "C", "C", "C", "C", "C", "S", "H", "H", "H", "H"], "coordinates": [[0.296, -0.179, -0.312], [-1.953, -2.981, -1.574], [-2.112, -2.780, -0.075], [-1.956, -4.120, 0.632], [-3.459, -2.152, 0.260], [-1.091, -1.854, 0.349], [-0.268, -1.869, 2.089], [1.359, -1.498, 1.100], [2.718, -1.521, 1.589], [3.450, -2.596, 0.800], [3.315, -0.146, 1.326], [2.732, -1.826, 3.079], [-0.510, -0.014, 1.982], [-1.224, 0.819, 2.916], [-1.998, -0.029, 3.916], [-0.199, 1.680, 3.641], [-2.189, 1.682, 2.112], [-2.755, -3.618, -1.953], [-1.999, -2.031, -2.111], [-0.991, -3.436, -1.803], [-2.685, -4.828, 0.232], [-0.960, -4.533, 0.465], [-2.127, -4.043, 1.706], [-4.282, -2.781, -0.083], [-3.558, -2.017, 1.340], [-3.553, -1.173, -0.212], [3.364, -2.402, -0.269], [4.507, -2.621, 1.071], [3.017, -3.577, 1.001], [3.303, 0.092, 0.256], [2.759, 0.625, 1.864], [4.357, -0.108, 1.648], [2.296, -2.804, 3.290], [3.759, -1.832, 3.448], [2.182, -1.068, 3.641], [-1.338, -0.668, 4.506], [-2.529, 0.625, 4.610], [-2.742, -0.660, 3.424], [0.485, 1.054, 4.218], [0.375, 2.266, 2.923], [-0.696, 2.363, 4.334], [-2.855, 1.050, 1.520], [-2.794, 2.311, 2.767], [-1.633, 2.330, 1.436], [0.947, -1.791, -1.889], [1.061, -0.874, -2.752], [1.284, 0.317, -2.368], [0.827, -1.114, -4.190], [0.687, -2.412, -4.676], [0.435, -2.633, -6.015], [0.316, -1.537, -6.869], [0.446, -0.245, -6.393], [0.707, -0.016, -5.037], [0.800, 1.633, -4.458], [0.783, -3.231, -3.975], [0.330, -3.639, -6.396], [0.115, -1.690, -7.921], [0.345, 0.592, -7.071], [0.941, 2.458, 0.058], [-0.465, 2.507, -0.934], [-1.186, 1.448, -1.244], [-2.242, 1.756, -2.090], [-3.155, 0.845, -2.612], [-4.149, 1.308, -3.453], [-4.242, 2.665, -3.774], [-3.339, 3.577, -3.259], [-2.338, 3.111, -2.416], [-1.054, 3.986, -1.642], [-3.084, -0.205, -2.364], [-4.862, 0.610, -3.870], [-5.026, 3.007, -4.436], [-3.412, 4.626, -3.514]], "mulliken_spin": [0.0039, 0.0005, -0.0003, 0.0000, -0.0002, -0.0028, 0.0002, -0.0003, 0.0001, -0.0005, 0.0005, 0.0000, 0.0019, 0.0010, 0.0000, 0.0002, -0.0013, 0.0001, -0.0006, -0.0002, 0.0000, 0.0000, 0.0000, 0.0000, 0.0000, 0.0000, 0.0004, 0.0000, 0.0000, 0.0003, 0.0000, 0.0000, 0.0000, 0.0000, 0.0000, 0.0000, 0.0000, 0.0000, 0.0000, 0.0000, 0.0000, 0.0002, -0.0001, -0.0007, 0.0035, 0.0417, 0.0289, -0.0289, 0.0012, -0.0047, -0.0001, -0.0189, 0.0244, 0.9608, 0.0007, 0.0000, 0.0002, -0.0223, -0.0019, 0.0123, -0.0026, 0.0000, 0.0021, -0.0002, 0.0003, 0.0013, -0.0004, -0.0001, 0.0004, 0.0000, 0.0000, -0.0002]}